The following is a DFT calculation (the ωB97M-V functional and the def2-TZVPD basis) of CH5O2PS as an isolated structure at a distorted geometry.

XYZ file:
```
10
Properties=species:S:1:pos:R:3:forces:R:3:nbo_charge:R:1
C 0.899584 1.763717 -0.519760 -0.13 4.79 -0.92 0.2923
O 1.873660 1.121472 -1.034218 3.62 -5.09 -2.15 -0.6373
O -0.029522 1.183887 0.081730 -3.18 -1.88 2.34 -0.7578
P -0.582999 -0.749573 0.148211 -1.32 1.74 2.68 0.7309
S 0.261262 -0.899985 -1.618460 0.46 -1.18 -2.09 -0.0782
H 1.011865 2.867498 -0.701282 -0.59 -1.00 0.56 0.1655
H 1.570543 -0.006282 -1.083429 1.41 3.35 0.17 0.3650
H -1.205367 -1.933408 0.496046 0.00 -1.41 -0.71 -0.0943
H 0.185929 -0.775435 1.313058 0.16 0.32 -0.14 0.0135
H -1.781146 -0.079307 0.215089 -0.43 0.37 0.27 0.0004
```
Positions in Å, forces in eV/Å.

Multiplicity: 3
Highest occupied orbital energy (alpha / beta), eV: -4.2500 / -10.4013
Net charge: 0
F_max, eV/A: 6.608
Orbital gap (alpha / beta), eV: 4.7 / 6.8
Total energy, eV: -25330.5491
ΔE to the lowest compared entry with this formula, charge and spin, kcal/mol: 97.45


The following is a DFT calculation (the ωB97M-V functional and the def2-TZVPD basis) of a 7-piece molecular cluster, C47H62ClF23NO19PS2 overall at a distorted geometry.

XYZ file:
```
156
Properties=species:S:1:pos:R:3:forces:R:3:mulliken_charge:R:1
C -1.499320 -1.244106 2.718921 -0.60 -0.86 -0.28 -1.1172
C -2.168890 -2.369523 1.897969 0.62 0.17 0.30 0.7317
C -3.686577 -2.349877 2.019641 -0.19 0.23 -0.40 -1.5769
C -1.637111 -2.385528 0.449941 -0.58 -0.44 0.02 -1.2692
C -2.435571 -1.622184 -0.599752 0.10 0.54 -0.73 0.5478
C -1.997169 -2.023377 -2.008829 -0.14 -0.46 0.32 -1.7181
C -2.341837 -0.117430 -0.358912 0.22 -0.77 0.51 1.1670
O -2.826224 0.579606 -1.494981 0.14 0.19 0.23 -0.4716
C -3.078203 1.955877 -1.383241 -0.33 0.25 0.18 -1.3636
C -3.683455 2.408991 -0.027344 0.04 -0.01 0.48 -0.3300
C -5.105045 1.810215 0.165023 0.05 -0.22 -0.83 0.7170
F -5.109271 0.532512 -0.330274 0.05 -0.07 -0.05 -0.3567
F -5.283314 1.644096 1.506064 -0.10 0.19 0.31 -0.3282
C -6.310593 2.485386 -0.447046 -0.94 0.58 0.50 0.2135
C -7.355964 2.889139 0.397590 -0.18 0.01 -0.55 -0.0591
C -8.514180 3.474082 -0.118369 0.66 -0.33 0.07 -0.8710
C -8.649101 3.675242 -1.487733 0.27 -0.24 0.06 -0.9052
C -7.625137 3.262617 -2.338147 0.13 0.11 0.82 -0.1024
C -7.744993 3.419301 -3.827672 -0.33 -0.74 0.33 0.9739
F -8.862615 4.061315 -4.167875 -0.23 0.44 -0.13 -0.3069
F -7.817769 2.206760 -4.412090 0.09 -0.27 -0.14 -0.2822
F -6.709530 4.041256 -4.368884 0.41 0.41 -0.17 -0.1919
C -6.474198 2.668728 -1.813711 0.01 -0.04 -0.29 -0.1270
C -3.554239 3.933149 0.312750 0.59 -0.32 -0.16 1.7593
Cl -2.030337 4.115754 1.262167 -0.23 -0.03 0.26 -0.0359
C -4.664877 4.608164 1.130012 -0.56 0.73 -0.09 -0.9948
C -5.572533 5.566796 0.393610 -0.14 0.08 -0.35 -0.1713
N -5.482446 6.800381 0.631740 -0.08 0.21 0.26 -0.6892
S -3.169111 4.855035 -1.215683 -0.27 1.27 0.25 1.2392
O -4.216654 4.631722 -2.164827 0.09 -0.80 -0.06 -0.4391
O -2.846040 6.205443 -0.928176 0.42 -0.13 0.22 -0.7864
O -1.803226 4.157450 -1.620298 -0.41 -0.40 0.25 -0.8082
C -1.878854 2.751325 -1.985630 -0.25 -0.29 -1.65 2.1100
C -2.074048 2.781693 -3.531108 0.18 -0.30 0.09 -1.6280
C -1.769647 1.506151 -4.311394 -0.02 0.56 -1.03 -0.3172
O -2.187355 1.719717 -5.672525 -0.05 -0.12 0.23 -0.5872
P -0.173026 2.112014 -1.659662 1.17 0.48 1.72 0.2013
O 0.016884 0.630172 -2.202089 -0.43 -0.01 -0.38 -0.5979
O 0.692050 3.025788 -2.642698 -0.32 0.05 -0.34 -0.5663
S 0.517479 2.245409 0.146749 -0.11 -0.11 -0.12 -0.2900
H -2.022926 -1.140942 3.666513 0.06 0.25 0.14 0.3123
H -1.530824 -0.316694 2.154978 0.13 0.30 0.21 0.0527
H -0.474575 -1.534699 2.923777 0.23 0.32 0.00 0.2362
H -1.825940 -3.299117 2.353413 0.02 -0.15 -0.02 0.6935
H -4.175348 -2.813746 1.165245 -0.02 -0.21 -0.04 0.4125
H -4.060209 -1.324726 2.050803 -0.08 0.10 0.07 0.1051
H -4.042442 -2.869983 2.904101 0.08 0.06 0.22 0.4689
H -0.599012 -2.051270 0.420419 0.12 0.12 0.10 0.0654
H -1.611436 -3.425393 0.120581 -0.03 -0.11 -0.07 0.4312
H -3.501227 -1.844031 -0.565961 -0.09 -0.27 0.27 0.1696
H -2.653344 -1.585223 -2.752549 0.19 0.28 -0.20 0.2570
H -0.949765 -1.807985 -2.202098 0.05 0.23 -0.15 0.1667
H -2.115566 -3.102896 -2.101679 0.03 -0.12 -0.01 0.5864
H -1.322244 0.154134 -0.081295 0.12 0.19 -0.25 0.4657
H -2.937021 0.058364 0.534828 -0.20 0.27 -0.05 -0.2923
H -3.872382 2.148738 -2.095066 -0.02 -0.08 -0.21 -0.3528
H -3.130647 1.951055 0.787527 0.13 -0.15 -0.04 0.1886
H -7.273666 2.737121 1.461669 0.00 -0.02 0.09 0.4551
H -9.290203 3.752580 0.576251 -0.18 0.11 -0.07 0.4298
H -9.549475 4.113682 -1.886215 -0.05 0.09 -0.08 0.5208
H -5.722849 2.336119 -2.514923 0.03 0.00 0.00 0.3296
H -5.305540 3.909402 1.658509 0.26 -0.38 -0.05 0.2048
H -4.206865 5.234806 1.885363 0.25 0.01 0.05 0.5972
H -6.304292 5.197602 -0.321132 0.09 -0.33 -0.08 0.3063
H -6.175151 7.301058 0.078350 0.03 0.16 0.00 0.3371
H -3.092646 3.078245 -3.768407 -0.16 0.04 0.20 0.3746
H -1.431537 3.571869 -3.911063 0.14 0.06 -0.03 0.6791
H -0.697738 1.334157 -4.343580 0.06 -0.39 0.34 0.4339
H -2.307158 0.630948 -3.970838 0.06 -0.10 0.29 -0.0786
H -1.463554 2.165434 -6.118703 -0.03 0.08 -0.19 0.3689
H 0.573473 0.178228 -1.548561 -0.04 -0.12 0.00 0.2382
H 1.458735 3.318225 -2.130741 0.09 0.16 -0.08 0.4445
C -3.830100 1.922187 4.582410 -0.02 -0.20 0.24 -0.5309
C -2.601336 2.732698 4.925573 -0.17 0.13 -0.48 -0.0882
O -2.225288 2.549846 6.305759 0.10 0.05 0.13 -0.3621
C -1.546487 1.445911 6.579049 -0.11 0.16 -0.27 0.2820
O -1.221307 0.593564 5.808419 0.07 -0.12 0.09 -0.4524
C -1.181588 1.421961 8.074164 0.00 -0.06 0.21 0.8650
F -2.229705 1.751072 8.837014 0.01 0.00 -0.01 -0.2552
F -0.197371 2.297284 8.319762 0.01 0.02 -0.03 -0.2629
F -0.765080 0.213425 8.437007 0.01 -0.01 -0.04 -0.2295
H -4.647658 2.163441 5.263443 -0.02 0.09 -0.06 0.3805
H -4.145302 2.133503 3.562787 0.01 0.03 -0.03 -0.1056
H -3.634231 0.853410 4.668563 0.06 0.01 -0.09 0.2159
H -2.804219 3.795862 4.814743 0.05 0.03 0.20 0.3303
H -1.762048 2.487354 4.275345 0.06 -0.13 0.11 0.2370
C 3.785075 -0.549454 5.606090 -0.37 0.03 -0.56 -1.0574
C 4.096095 0.439624 4.504298 0.09 0.21 0.51 -0.5001
O 4.133719 -0.200410 3.210825 0.15 -0.05 -0.30 -0.3004
C 2.961259 -0.427100 2.642575 0.10 0.40 0.56 0.2097
O 1.894606 -0.156496 3.107416 -0.25 -0.16 -0.33 -0.4890
C 3.170763 -1.061390 1.259135 0.05 -0.39 -0.56 1.0039
F 4.072302 -2.046062 1.307192 0.03 0.02 0.09 -0.2713
F 3.607015 -0.157155 0.367210 -0.13 0.12 0.29 -0.2220
F 2.039091 -1.576106 0.773626 -0.13 0.11 0.19 -0.2397
H 4.479487 -1.378051 5.583496 0.18 0.01 -0.05 0.3446
H 3.837486 -0.060250 6.572490 0.05 0.10 0.01 0.4591
H 2.782257 -0.959003 5.478573 -0.05 0.10 0.07 0.3415
H 5.086806 0.866950 4.643202 0.07 -0.10 -0.19 0.3978
H 3.382634 1.262653 4.488210 -0.12 -0.09 -0.14 0.3033
C 5.986821 -0.453913 -1.367571 0.27 0.21 0.23 -0.9374
C 7.059890 0.066056 -2.297508 -0.40 -0.34 -0.30 -0.5257
O 7.924096 1.008805 -1.629561 0.10 0.10 -0.01 -0.3106
C 8.876029 0.487119 -0.873742 -0.21 -0.13 -0.20 0.3333
O 9.096184 -0.673281 -0.693096 0.13 0.00 0.08 -0.5194
C 9.727060 1.616201 -0.265144 0.09 0.13 0.17 0.9169
F 8.959421 2.592039 0.231549 0.00 -0.01 -0.01 -0.2462
F 10.519896 2.149133 -1.205414 -0.01 -0.01 -0.03 -0.2563
F 10.495750 1.151262 0.713474 0.00 -0.03 -0.02 -0.2355
H 5.431146 0.372276 -0.932903 -0.02 0.09 -0.10 0.3806
H 5.298828 -1.098241 -1.906371 -0.03 0.02 -0.05 0.3799
H 6.421589 -1.022829 -0.546947 0.01 -0.08 -0.05 0.3240
H 6.614601 0.615170 -3.124382 0.10 0.19 0.07 0.3365
H 7.653127 -0.743160 -2.722589 0.13 0.01 0.15 0.3605
C -3.067564 0.420298 -11.101177 0.27 -0.01 -0.11 -1.1558
C -2.825018 -0.173873 -9.731178 -0.50 0.16 -0.05 -0.0377
O -1.530150 -0.806318 -9.655497 0.10 -0.10 0.05 -0.3347
C -0.501896 0.000263 -9.457669 -0.35 0.03 0.02 0.3758
O -0.534444 1.189546 -9.343875 0.17 0.07 0.05 -0.5196
C 0.790710 -0.827928 -9.344194 0.20 -0.08 -0.06 0.8921
F 0.863148 -1.752323 -10.307229 -0.01 0.01 0.01 -0.2489
F 0.829373 -1.455312 -8.160890 -0.03 0.01 0.02 -0.2502
F 1.860247 -0.044685 -9.435836 -0.02 0.03 0.02 -0.2414
H -2.940487 -0.338784 -11.873681 -0.09 -0.03 0.02 0.2992
H -4.079012 0.819715 -11.162906 -0.02 -0.02 0.03 0.3916
H -2.364790 1.225819 -11.310727 -0.04 0.05 0.06 0.3170
H -3.543431 -0.963547 -9.524465 0.15 -0.13 0.01 0.3532
H -2.917414 0.572421 -8.943265 0.18 0.03 0.00 0.1675
C 8.126002 -6.043338 -4.532264 -0.28 0.03 0.02 -1.0979
C 8.577100 -5.409654 -3.234541 0.40 -0.20 -0.27 -0.2710
O 7.523623 -4.625994 -2.639734 -0.06 0.11 0.08 -0.2365
C 6.609936 -5.300145 -1.958929 0.29 -0.07 -0.14 0.1478
O 6.566434 -6.481212 -1.788457 -0.12 -0.03 0.08 -0.5330
C 5.594114 -4.315754 -1.354966 -0.27 0.12 0.13 1.1318
F 5.203818 -3.406006 -2.261804 0.01 -0.13 0.00 -0.2693
F 6.142916 -3.666637 -0.322323 0.08 0.01 -0.03 -0.2459
F 4.513714 -4.950461 -0.916395 0.03 -0.06 -0.05 -0.2708
H 7.749967 -5.282422 -5.216831 0.10 0.02 -0.02 0.2963
H 8.958223 -6.562549 -5.005884 0.03 0.02 0.02 0.3789
H 7.323629 -6.760152 -4.361915 0.06 -0.05 0.04 0.3107
H 9.390642 -4.710332 -3.412939 -0.11 0.15 0.07 0.3250
H 8.929939 -6.154495 -2.522729 -0.16 -0.02 0.07 0.3251
C 3.493799 -6.807891 9.221434 0.26 0.13 -0.04 -1.1073
C 2.547087 -5.645382 9.019161 -0.25 -0.45 0.07 -0.2167
O 3.241912 -4.383827 9.094626 0.00 0.14 0.03 -0.3003
C 3.887929 -4.011320 8.002663 -0.22 -0.23 0.03 0.2660
O 3.956370 -4.603968 6.967972 0.09 0.09 -0.10 -0.5106
C 4.533504 -2.635607 8.231730 0.34 0.46 0.19 1.0100
F 5.162375 -2.570991 9.409504 -0.04 -0.13 0.03 -0.2623
F 3.597683 -1.671788 8.222457 -0.01 -0.29 0.09 -0.2498
F 5.429380 -2.361181 7.283166 -0.05 -0.24 0.17 -0.2525
H 4.035539 -6.698208 10.161278 -0.08 -0.03 0.05 0.3040
H 2.938673 -7.744789 9.242188 -0.04 0.01 0.01 0.3725
H 4.229548 -6.860141 8.419850 -0.07 -0.02 -0.06 0.3192
H 1.805543 -5.613587 9.813934 0.07 0.17 0.06 0.3182
H 2.015437 -5.717690 8.071428 0.13 0.10 -0.09 0.3258
```
Positions in Å, forces in eV/Å.

Highest occupied orbital energy, eV: -9.3290
Net charge: 0
Structure (SMILES): [H]/N=C/C[C@@]1(Cl)[C@@H](C(F)(F)c2cccc(C(F)(F)F)c2)[C@H](OC[C@@H](C)CC(C)C)[C@](CCO)(P(O)(O)=S)OS1(=O)=O.CCOC(=O)C(F)(F)F.CCOC(=O)C(F)(F)F.CCOC(=O)C(F)(F)F.CCOC(=O)C(F)(F)F.CCOC(=O)C(F)(F)F.CCOC(=O)C(F)(F)F
F_max, eV/A: 2.133
Orbital gap, eV: 9.5
Total energy, eV: -196124.7866


The following is a DFT calculation (the ωB97M-V functional and the def2-TZVPD basis) of a single C5H8O4 molecule at a distorted geometry.

XYZ file:
```
17
Properties=species:S:1:pos:R:3:forces:R:3:nbo_charge:R:1
C -0.755411 -0.894420 0.010627 0.90 -0.84 0.02 -0.0160
C -0.760498 1.604847 -0.529159 0.02 0.21 -0.12 -0.6274
C 1.090769 0.565624 0.789012 -1.66 0.23 0.52 0.6050
C -0.124008 0.450343 0.197806 0.92 0.84 -0.25 -0.2104
C 0.212863 -1.583809 -0.989391 -0.23 -1.32 1.19 0.4304
O 1.695081 -0.427799 1.510017 0.14 0.29 -0.85 -0.7165
O 1.677187 1.794750 0.917387 0.43 -1.17 0.44 -0.6725
O -2.084122 -0.808005 -0.457421 -0.11 -0.33 0.04 -0.7027
O 1.154416 -2.281760 -0.609106 -1.08 1.29 -0.50 -0.5774
H 1.646136 -1.259510 0.989927 0.05 0.17 0.16 0.5183
H 2.406054 1.640595 1.543332 -0.10 0.31 -0.27 0.4931
H -2.573496 -1.556787 -0.077273 0.24 0.45 -0.33 0.4828
H -0.734684 -1.473304 0.940419 0.22 -0.02 0.01 0.1874
H -0.058485 -1.477111 -2.052435 0.28 0.18 -0.08 0.1371
H -0.263655 2.559224 -0.334477 0.04 -0.30 0.10 0.2343
H -0.718336 1.437734 -1.611345 -0.19 0.08 0.06 0.2082
H -1.809813 1.709388 -0.237920 0.13 -0.07 -0.13 0.2263
```
Positions in Å, forces in eV/Å.

Highest occupied orbital energy, eV: -8.2446
Net charge: 0
Structure (SMILES): CC(=C(O)O)[C@@H](O)C=O
F_max, eV/A: 1.793
Orbital gap, eV: 8.8
Total energy, eV: -13503.4841
ΔE to the lowest compared entry with this formula, charge and spin, kcal/mol: 36.87